(1)
C6H12AlO14S2 | ωB97M-V/def2-TZVPD

The geometry in XYZ format:
```
35
Properties=species:S:1:pos:R:3
Al -22.47 25.84 -13.70
S -21.16 25.09 -11.07
O -20.60 24.80 -9.77
O -22.32 24.23 -11.57
O -21.79 26.47 -11.19
O -20.19 25.02 -12.21
S -24.37 26.58 -16.38
O -23.04 27.20 -16.25
O -25.36 27.32 -17.17
O -24.33 25.37 -17.23
O -24.85 26.29 -15.02
C -24.30 21.74 -15.38
O -23.31 21.17 -14.54
C -22.25 21.93 -14.26
O -22.11 23.06 -14.64
O -21.50 21.25 -13.41
C -20.36 21.83 -12.83
H -24.13 21.39 -16.40
H -24.45 22.81 -15.31
H -25.26 21.27 -15.15
H -20.62 22.69 -12.22
H -19.45 22.01 -13.41
H -20.04 21.21 -11.99
C -19.68 28.30 -17.20
O -18.86 28.46 -16.05
C -19.27 28.13 -14.84
O -20.22 27.43 -14.62
O -18.49 28.72 -13.95
C -18.77 28.49 -12.56
H -19.70 27.23 -17.44
H -19.07 28.69 -18.01
H -20.70 28.61 -17.00
H -18.17 29.09 -11.88
H -18.54 27.47 -12.21
H -19.85 28.55 -12.49
```

Computed properties:
HOMO-LUMO gap: 0.147 hartree
HOMO level: -6.17 eV
Net charge: -1
Energy above the lowest of the compared OMol25 structures with the same formula, charge and spin: 309.4 kJ/mol
LUMO energy: -2.17 eV

=====

(2)
C6H12AuIN4 | ωB97M-V/def2-TZVPD

The geometry in XYZ format:
```
24
Properties=species:S:1:pos:R:3
Au -0.07 -0.20 -0.04
C 2.01 1.99 -0.12
N 2.48 3.33 0.17
C 1.57 4.30 -0.44
N 0.20 4.15 0.06
C -0.27 2.81 -0.23
N 0.62 1.78 0.40
C 0.64 2.03 1.87
N 1.10 3.37 2.18
C 2.45 3.53 1.63
C 0.22 4.34 1.52
H 2.66 1.25 0.35
H 2.00 1.83 -1.20
H 1.57 4.15 -1.52
H 1.92 5.31 -0.22
H -0.27 2.64 -1.31
H -1.27 2.67 0.15
H 1.29 1.29 2.33
H -0.37 1.89 2.25
H 3.12 2.81 2.10
H 2.81 4.54 1.85
H 0.56 5.34 1.74
H -0.79 4.22 1.91
I -0.89 -2.53 -0.56
```

Computed properties:
HOMO-LUMO gap: 0.320 hartree
HOMO level: -8.33 eV
Net charge: 0
Energy above the lowest of the compared OMol25 structures with the same formula, charge and spin: 0.0 kJ/mol
LUMO energy: 0.39 eV

=====

What is the energy above the lowest of the compared OMol25 structures with the same formula, charge and spin in the second record? 0.0 kJ/mol